The following is a quantum chemistry calculation of a molecular structure, C30H36BrN3O2PReS in a non-equilibrium geometry, from the Open Molecules 2025 dataset.

⟨S²⟩: 0.783
HOMO (alpha / beta): -16.422 / -15.530 eV
orbital gap (alpha / beta): 5.866 / 2.886 eV

```
! wB97M-V def2-TZVPD RIJCOSX def2/J DEFGRID3
* xyz 3 2
H 3.0271 1.4016 -4.0317
C 0.8904 0.3474 -2.7158
C 0.3240 -2.3321 -2.7743
C -5.1550 3.7701 -0.8651
C 3.0230 1.0771 2.6662
H -2.4654 2.3546 2.6109
O 1.8353 1.6656 0.6771
H -2.0958 -0.9914 -1.9458
C 0.9571 -0.3482 -3.9245
N 1.3682 1.6740 -2.6867
C 4.8661 1.5900 4.6914
C 4.2414 0.3437 4.5981
C 3.6479 2.3291 2.7568
H 1.3733 5.8272 -2.6115
H -0.6299 -1.0509 2.2407
H 0.1401 -3.3939 -2.7374
H -5.8035 4.5434 -1.2432
C 1.5974 5.1479 -1.7879
H 2.5465 5.4477 -1.3431
C -5.3338 3.2799 0.4190
N 1.7063 3.8042 -2.2851
C -3.4602 -1.1469 -0.2538
P -2.4968 0.2895 0.5969
C -3.3632 2.2098 -1.2038
C -4.5287 2.2634 0.8966
H 0.6203 -2.2296 -4.9056
C 2.0190 0.8351 1.6120
H 5.0215 3.5495 3.8597
H -4.4564 0.7461 3.2314
C -1.8150 1.5190 2.8648
S -0.4476 2.8353 -0.9657
H 2.8437 -0.8865 3.5230
H -3.3423 -3.2859 -0.3269
C 2.4639 2.0798 -3.4231
H 1.2447 0.1630 -4.8302
C -2.9822 -2.4778 0.3097
C -3.7478 -0.0745 3.2662
H -2.6235 1.7642 -1.8532
C -1.4962 -0.9695 2.8988
C -4.1522 3.2441 -1.6679
H -4.7130 1.8889 1.8859
Br 4.6588 -1.0314 5.8523
H -5.4898 -1.7899 -0.3899
H -3.6558 -0.1793 -2.1913
H -4.2423 -0.9839 2.9336
N 0.4283 -0.2391 -1.5881
H -0.0368 -2.0391 -0.6855
C 0.9246 2.7602 -1.9827
H -0.8589 1.6604 2.3158
O 1.2563 -0.1779 1.6303
H -3.4945 -0.2241 4.3165
C -2.4481 0.1676 2.5057
H 3.4154 4.0605 -3.5443
C -3.5296 1.7118 0.0947
H -3.5615 -1.9255 -2.2520
H -3.9999 3.6357 -2.6618
Re -0.1143 0.7873 0.1891
H 0.8093 5.2195 -1.0421
C -4.9436 -0.9393 0.0153
H 3.4093 3.0992 2.0384
H -1.8971 -2.5477 0.3511
C 2.6650 3.3948 -3.1662
H -1.1330 -0.7984 3.9126
C 0.2294 -1.5712 -1.6264
H 5.5765 1.7889 5.4797
H -2.0090 -1.9256 2.9078
H -5.3231 -0.0419 -0.4660
C 3.3153 0.0814 3.5907
H -6.1082 3.6798 1.0515
C -3.1669 -1.0435 -1.7492
H -3.3865 -2.6536 1.3020
C 4.5586 2.5783 3.7712
C 0.6267 -1.6924 -3.9695
H -1.5811 1.5706 3.9263
H -5.1683 -0.8887 1.0765
*
```

The following is a quantum chemistry calculation of a molecular structure, C30H36CoNO5S3Si, from the Open Molecules 2025 dataset.

⟨S²⟩: 0.790
HOMO (alpha / beta): -4.535 / -4.375 eV
orbital gap (alpha / beta): 6.933 / 6.772 eV

```
! wB97M-V def2-TZVPD RIJCOSX def2/J DEFGRID3
* xyz -1 2
C 3.0270 3.4676 -1.1066
H 3.0239 -2.3903 5.7337
C -0.0775 4.4458 3.7330
H 3.4992 3.8168 2.4600
C 0.2538 -0.5566 5.0644
H 0.7283 6.1651 4.7302
O -3.3429 1.3386 -1.7733
C 0.2058 -1.9277 -0.3965
H -1.0016 1.1930 5.0711
C -5.5283 -4.8877 -1.0655
H -1.4883 -4.7804 -0.2966
C 4.3880 3.3628 -1.1991
H -6.0625 -2.5168 0.1574
C 2.1948 2.3366 -0.9463
H 3.0337 5.7696 3.9158
C 1.9741 -2.1336 5.6681
C -0.9555 2.4416 2.5209
S 0.5087 2.4047 -0.8267
C 4.1694 1.0081 -0.9772
H 1.8252 -3.6612 1.9233
N 2.8270 1.1251 -0.8844
Si -0.3683 -2.9672 1.0072
O -1.2718 0.0845 -2.2768
H 1.3015 -4.0176 6.4430
C 0.1719 3.3525 2.9097
C -4.7851 -3.5850 -1.1954
H -2.0579 -2.2273 -2.7136
H 1.2630 -2.1731 -0.5719
H -1.0955 -3.4399 6.2307
H -5.5611 -5.4226 -2.0159
O 0.4634 0.2222 1.9889
H -1.8757 2.6965 3.0530
H 4.5115 -0.0137 -0.9128
H -5.0386 -5.5403 -0.3383
C 2.4952 3.9981 2.8246
H -3.3381 -4.3506 -2.5785
H -6.5532 -4.7263 -0.7289
H 6.0508 1.9554 -1.2028
H 1.6754 2.2769 1.8304
S -0.7086 0.6659 2.8046
H 4.9954 4.2511 -1.3184
C -3.6615 -3.4868 -2.0072
C 1.0085 -3.0474 6.0619
C -3.3365 -1.2045 -1.3514
H -2.0650 -1.3362 1.9003
C 0.9876 -3.0740 2.3139
C -0.3359 -2.7238 5.9432
S -2.4053 0.3125 -1.3870
H -1.7609 -1.2352 5.3475
H -2.8307 -2.7726 1.2374
H -2.0658 -2.8557 2.8304
C 1.4749 3.1335 2.4580
O -1.9081 0.4563 0.0085
H 2.3496 -0.1887 4.8381
H 1.3571 -2.0731 2.5471
C -2.9381 -2.3042 -2.0902
C 1.5977 -0.8970 5.1656
H -1.0865 4.6232 4.0895
H 0.1841 -5.2313 0.0627
C -0.7101 -1.4842 5.4476
H -1.1590 2.4831 1.4487
C 0.9440 5.3153 4.0942
C -5.1847 -2.4595 -0.4775
H 0.6815 1.4964 4.5885
O 2.1504 0.0029 -0.7330
H -4.7746 -0.4089 0.0189
H -0.3264 -2.2051 -1.3152
H 2.5291 4.4263 -1.1464
C -4.4680 -1.2772 -0.5509
Co 0.1776 0.0592 -0.3865
H -1.0602 -5.3685 1.3178
C -1.9787 -2.4219 1.8279
C 2.2343 5.0929 3.6394
C -0.1416 0.7870 4.5302
C 4.9822 2.0965 -1.1344
C -0.7125 -4.7596 0.4757
H 0.6471 -3.5437 3.2417
*
```

The following is a quantum chemistry calculation of 6 unconnected molecules or ions with the total composition C30H36F40N2O8P2 in a non-equilibrium geometry, from the Open Molecules 2025 dataset.

structure (SMILES): CC(C)=N[PH2](CN)CP(=O)(O)O.FC(F)C(F)(F)COC(F)(F)C(F)F.FC(F)C(F)(F)COC(F)(F)C(F)F.FC(F)C(F)(F)COC(F)(F)C(F)F.FC(F)C(F)(F)COC(F)(F)C(F)F.FC(F)C(F)(F)COC(F)(F)C(F)F
energy relative to the best compared isomer or geometry (same formula, charge and spin): 0.0000 eV
HOMO: -7.464 eV
orbital gap: 7.756 eV

```
! wB97M-V def2-TZVPD RIJCOSX def2/J DEFGRID3
* xyz 0 1
F -4.1384 -2.8412 4.9276
F 6.1969 -1.4870 -0.8707
H 5.0020 1.3641 8.8948
F -9.3734 0.3907 3.3220
F 5.1885 -0.5905 8.5104
C 1.0538 4.0485 -4.4930
N 1.3157 -1.7156 2.5947
H -6.6279 0.5932 6.1071
F 2.2572 3.5952 -4.0692
F -7.4432 -0.3840 2.7135
C -0.6153 6.4936 -6.1032
O -1.6831 2.8588 3.4553
H 0.8131 2.2648 -5.7120
F -1.9568 5.5128 -4.3925
F 0.0266 2.0172 -3.8868
C 3.1428 0.3076 9.2414
H 0.1884 1.7597 1.8148
F 1.7572 -1.2702 -7.8490
F 0.4794 4.6676 -3.4445
C -9.0819 -1.8942 3.5717
F 0.6489 0.8975 4.8991
F -9.4704 -2.1411 2.2991
C 5.5528 -1.0763 -4.1908
H -1.2108 -3.5265 -2.3918
F 4.7302 -0.9637 -5.2687
F 4.9862 -3.3644 -4.1022
H 2.0074 0.3938 -4.6499
C -0.7122 1.2696 1.4438
C -0.4499 -0.3987 -8.1178
C -1.5547 -2.6218 -1.8973
C 0.9429 -1.4149 -4.5769
H 7.6484 -2.0576 -2.6836
F 4.8341 -0.7199 -3.1130
C -4.8495 -1.7993 4.4359
F 1.3846 -1.3192 -3.2922
C 0.9061 1.6477 7.1075
F -0.9340 3.1841 -5.4642
F -0.5526 7.6878 -6.7596
C -2.5262 -3.5136 0.3126
F -1.0598 -1.2629 -7.2874
C -8.4183 -0.5147 3.6322
F 1.5174 0.7681 -8.5268
C 1.2242 -0.7719 1.4936
C 1.0055 -0.1690 -7.6973
H -3.3424 -3.7286 -0.3821
H -0.8240 2.7154 3.8806
O 2.3246 1.4167 9.2018
H -4.1459 -1.0465 4.0633
C 0.7961 6.2478 -5.5372
H -3.7674 0.9032 1.6289
F 3.4924 0.1204 10.5331
H -1.0504 1.8665 0.5894
H 1.1236 -1.2765 3.4836
C -6.6021 0.0038 5.1920
H 7.6553 -3.6517 -3.3791
H -6.1290 0.6381 4.4424
O -2.0261 0.3558 3.6801
C -5.7262 -1.2133 5.5431
N -0.4005 -2.3013 0.2355
H 0.4804 0.4836 8.9141
F 6.7297 -2.7423 -5.2596
F 3.9971 -2.3139 0.4800
H 4.2757 -4.1283 -0.3139
C 5.9362 -2.8021 -0.7497
H 0.7186 -2.5164 2.4306
H -0.1110 -0.1481 6.4128
F -0.4673 -0.9226 -9.3638
H 0.5142 2.2137 9.0874
C 1.7557 -0.3800 -5.3743
O -7.9773 -0.2171 4.9020
F 0.3410 -3.6503 -4.1209
H -1.5976 7.4736 -4.4296
H -1.6635 -0.9159 1.5298
P -1.9974 1.4637 2.6974
H 2.7038 -0.7889 -5.7052
O -3.3907 1.7322 1.9512
H -2.1773 -4.4729 0.6925
H 1.6998 0.1626 1.7841
F -8.2230 -2.8602 3.9432
F 4.1823 0.8104 7.1681
O 1.0918 0.3448 -6.4148
F -0.9052 5.5490 -7.0223
C 0.2611 2.8246 -4.9518
C -1.7728 6.6360 -5.1105
H 0.9334 6.7317 -4.5703
C 6.0438 -2.5224 -4.1028
H 2.1360 -3.2136 -4.8603
C 7.0011 -2.8917 -2.9544
F 3.7379 -2.7491 -1.6460
F -5.5865 -2.2737 3.4068
H -0.9976 0.5465 -8.1118
F 6.5704 -3.2277 0.3618
O 1.2946 4.9173 -5.5348
F -0.3637 -1.0672 -4.5783
F -6.4964 -2.1795 6.0922
H -2.6155 -2.4777 -2.1190
F -0.2463 2.3584 6.9431
C 0.7753 0.4444 6.1717
F 1.9214 2.4420 6.7024
C 1.0297 1.3772 8.6182
H 1.8107 -1.1839 0.6693
F -2.9120 6.8741 -5.8009
H -0.9802 -1.7605 -2.2249
C 4.4412 -3.0738 -0.5428
H -9.9531 -1.9214 4.2292
H -0.6380 -0.1176 -0.5029
C 1.0952 -2.8914 -4.9560
F 1.8614 -0.3488 6.2107
C -1.4033 -2.7646 -0.3896
F -4.8642 -0.7908 6.5103
H -2.9483 -2.9162 1.1256
C 4.4408 0.5346 8.4600
F 0.6729 -3.1303 -6.2120
H 6.3836 -0.3766 -4.3103
H 1.4599 6.7661 -6.2275
P -0.4916 -0.5722 0.8213
O 6.4505 -3.5257 -1.8090
F 2.5026 -0.8053 8.8424
*
```

The following is a quantum chemistry calculation of a molecular structure, C30H36F7NO7P2Pd, from the Open Molecules 2025 dataset.

energy relative to the best compared isomer or geometry (same formula, charge and spin): 0.9974 eV
HOMO: -0.381 eV
orbital gap: 4.513 eV

```
! wB97M-V def2-TZVPD RIJCOSX def2/J DEFGRID3
* xyz -2 1
H 1.3926 -5.0652 1.0399
O 2.5948 -0.8762 0.3714
H 1.5318 -3.4217 0.3677
C -0.6685 -4.3992 2.8535
H -0.8481 -4.0698 0.7349
C -3.6836 1.3546 -1.2703
H 2.5743 1.9010 -0.9574
H -4.3431 -1.1003 3.5650
H -3.6718 1.2487 2.7278
P -0.9172 -1.4338 0.4682
H -0.4979 0.6846 1.5642
O -2.5694 0.8170 -1.1193
C -3.3957 0.7767 1.7806
C 2.0948 -1.3507 -5.4584
C -4.8490 0.6727 -1.7744
H 3.9902 2.5912 3.0435
C 2.8007 2.9832 -5.2330
C 1.2927 2.9299 -3.3298
H 0.7661 0.7590 3.6109
C 0.4569 -1.0857 4.6672
H 3.1618 0.9937 4.1199
H 4.0798 1.2363 0.9537
C 1.7658 -3.3450 -4.1824
C 3.3234 2.0196 1.0533
C -5.2297 3.2920 -1.0507
H -4.7863 -1.6005 1.9197
F -4.7248 -0.6275 -2.1218
O 1.7932 -0.7916 2.6983
O -0.3972 -2.3163 1.7313
C -6.0868 1.2561 -1.9098
H 0.7023 3.5059 -2.6271
C 3.0434 2.6390 -0.2956
C 1.2351 -4.0018 1.2405
P 1.6933 -0.0980 1.2279
C 2.0965 -0.6191 -4.2657
H 2.2568 0.7571 5.6287
C -3.9627 -1.5194 2.6308
C 2.8218 1.6054 -5.1681
H 3.9760 2.9856 -0.7493
H -0.3489 -1.4612 4.0406
H 1.0450 -1.9419 5.0081
C 1.3415 -0.1333 3.8804
H 1.8673 -3.6950 2.0764
H -2.6557 1.3884 1.2669
C 1.3299 1.5205 -3.2415
H -2.0361 -0.5960 2.7412
F -5.4187 4.5823 -0.6833
C 1.7954 -2.5493 -3.0472
H 1.6044 -4.4127 -4.1022
N 1.9716 -1.2349 -3.0849
H 2.9821 3.7923 2.2148
H 1.9031 -3.2996 -6.3294
H 0.0374 -0.5820 5.5415
H -1.7013 -4.1350 3.0861
H 4.6655 3.5564 1.7200
C -0.0331 0.1111 0.7555
C 3.7685 3.0474 2.0779
O -2.4567 -1.2447 0.8254
F 1.9400 4.9780 -4.3444
H 3.1657 -0.5897 4.9111
Pd 0.7829 0.4139 -1.5550
C -0.2228 -3.7325 1.5650
F -7.1269 0.5371 -2.3976
C 1.9994 3.6087 -4.2932
C 1.9290 -2.7226 -5.4113
C -2.8833 -0.6246 2.0466
H 2.3572 3.4835 -0.1992
O 2.1265 1.4040 1.5879
H -0.0713 0.9523 -0.1413
C -6.3049 2.5789 -1.5528
C 2.1123 0.8662 -4.2339
C 2.5574 0.2894 4.6878
O -0.7027 -2.1366 -0.7964
H -0.0329 -4.0791 3.6820
F -7.5288 3.1571 -1.7044
F -2.9975 3.4676 -0.3786
H -3.5702 -2.5186 2.8243
H 1.6566 -2.9688 -2.0570
H -0.5981 -5.4852 2.7613
H 2.1918 -0.8377 -6.4044
H -4.2750 0.7376 1.1361
H 3.3743 3.5300 -5.9670
C -3.9878 2.7136 -0.9150
F 3.6357 0.9772 -6.0828
*
```

The following is a quantum chemistry calculation of a molecular structure, C30H36N2O2PPdS2Si in a non-equilibrium geometry, from the Open Molecules 2025 dataset.

⟨S²⟩: 0.791
energy relative to the best compared isomer or geometry (same formula, charge and spin): 5.2546 eV
HOMO (alpha / beta): -0.307 / 0.006 eV
orbital gap (alpha / beta): 4.688 / 4.375 eV

```
! wB97M-V def2-TZVPD RIJCOSX def2/J DEFGRID3
* xyz -2 2
H -4.2859 -2.3153 1.0866
H 2.1777 -3.5272 -2.8330
C 0.0817 -1.5440 3.5637
H 3.2803 1.9118 -1.7652
H 1.9460 2.0518 -2.9001
N 0.5718 -1.3290 1.2247
H -0.0333 4.3312 1.3059
H -2.5268 4.5834 -2.9427
H 4.9867 -1.3187 -3.9759
C -2.2326 -1.8668 0.5603
S 4.1012 -0.6850 0.7360
H -3.5218 -2.4781 -3.1164
C -0.7642 -1.8310 4.6250
H 1.4131 2.4886 1.9904
C -1.7209 -1.8656 1.9277
H -1.9430 5.8705 1.0962
C -1.9675 4.5439 -2.0136
H -3.5900 -2.3615 2.8681
C -0.3590 -1.5828 2.2479
C -0.8980 3.6757 -1.8870
C 2.0750 2.5474 1.1242
C -0.5674 4.3932 0.3647
H 1.1265 -1.3220 3.7527
H -0.7785 1.1119 2.0440
C 2.3563 2.4533 -1.9732
H -0.6309 3.0220 -2.7106
H -2.0227 1.7283 4.0796
C -3.5781 -2.2120 0.2705
Pd -0.1071 0.1525 -0.6319
H 2.8722 1.8239 1.2670
C -2.3511 5.3418 -0.9406
H -3.2075 6.0007 -1.0267
C -3.1835 -2.2541 -2.1093
H 3.4269 -5.9035 -1.3620
C -1.4720 -1.5010 -0.5785
C 2.2079 -4.2391 -2.0019
H -2.7589 -2.4031 5.1510
C -2.5060 1.8066 3.1109
H 4.2769 -4.7026 -2.3400
S 1.7880 -0.9083 -1.9059
C -4.4215 2.3690 1.7674
H 2.5967 3.5099 -2.1225
P 3.0132 -2.0083 -0.6753
C -2.0857 -2.1469 4.3390
H 6.3108 -0.3314 -3.3078
N -1.7997 1.1173 -0.4250
H 2.5187 3.5476 1.0912
H -4.2034 2.1124 -0.3512
C 3.3372 -5.2375 -2.2218
H 1.2464 -4.7594 -1.9522
H -1.2950 -1.4342 -2.7233
C 5.4613 -1.7196 -1.9104
C -1.8060 1.4514 1.9820
H -0.3837 -1.8300 5.6393
C -4.0259 -2.4229 -1.0148
Si 1.1242 2.1801 -0.5076
C -0.1700 3.5786 -0.6964
C -2.4030 1.5104 0.6782
C -3.8237 2.2600 3.0251
H -4.3733 2.5273 3.9202
O 2.3492 -3.5442 -0.7814
C -1.9177 -1.7153 -1.8760
C -1.6423 5.2630 0.2491
H 1.4817 -1.0561 1.5899
C -2.5436 -2.1480 3.0375
H 0.6915 -2.1269 0.6090
H -5.4482 2.7166 1.6945
O 4.2659 -2.4293 -1.6640
H 6.2257 -2.4804 -2.1134
H 4.6205 0.0114 -2.8671
H 3.1342 -5.8292 -3.1171
H -5.0600 -2.7086 -1.1838
H 5.7485 -1.1598 -1.0206
C -3.7406 2.0213 0.6236
C 5.3365 -0.7763 -3.0964
*
```